Formula: C22H23N3O4
Source: OMol25
Level of theory: ωB97M-V/def2-TZVPD

Geometry as ORCA input:
```
! RIJCOSX wB97M-V def2-TZVPD def2/J DEFGRID3
* xyz 0 1
C -3.1092 -1.6746 2.2343
C -2.3958 -0.3488 1.9783
C -2.5576 0.1030 0.5236
C -2.0656 1.5384 0.2910
C -3.0040 2.5364 0.9104
C -2.7491 3.0863 2.1598
C -3.6432 3.9756 2.7311
C -4.8014 4.3285 2.0607
C -5.0627 3.7874 0.8132
C -4.1699 2.8973 0.2449
N -0.9867 -0.4853 2.2914
C -0.3452 0.2390 3.2205
O -0.8773 1.0068 3.9902
C 1.1718 -0.0013 3.2723
O 1.7031 -0.5983 2.0993
C 1.7226 0.1865 1.0006
O 1.3003 1.3160 0.9959
C 2.2923 -0.5018 -0.1760
C 2.8413 -1.7805 -0.0935
C 3.3653 -2.3776 -1.2190
C 3.3508 -1.7122 -2.4467
N 3.8973 -2.3827 -3.5437
C 4.0513 -1.9362 -4.8182
O 3.7075 -0.8599 -5.2368
C 4.6956 -2.9769 -5.7548
C 5.5377 -3.9205 -5.0780
N 6.1883 -4.6626 -4.4991
C 2.8003 -0.4348 -2.5329
C 2.2793 0.1597 -1.4026
H -2.7341 -2.4463 1.5639
H -4.1769 -1.5615 2.0699
H -2.9496 -1.9951 3.2608
H -2.7864 0.4193 2.6525
H -3.6130 0.0388 0.2526
H -2.0016 -0.5836 -0.1222
H -1.0631 1.6569 0.7054
H -2.0090 1.7150 -0.7858
H -1.8512 2.8146 2.6942
H -3.4327 4.3929 3.7047
H -5.4980 5.0239 2.5063
H -5.9634 4.0607 0.2818
H -4.3767 2.4797 -0.7314
H -0.4565 -1.1193 1.7121
H 1.4016 -0.6869 4.0906
H 1.6491 0.9658 3.4598
H 2.8601 -2.2953 0.8540
H 3.7969 -3.3666 -1.1542
H 4.2684 -3.3010 -3.3284
H 5.2703 -2.4388 -6.5130
H 3.8868 -3.5128 -6.2628
H 2.7890 0.0826 -3.4772
H 1.8527 1.1499 -1.4500
*
```

Lowest unoccupied orbital energy, eV: -0.04
Energy above the lowest of the compared OMol25 structures with the same formula, charge and spin, kcal/mol: 29.92
SMILES: C[C@H](CCc1ccccc1)NC(=O)COC(=O)c1ccc(NC(=O)CC#N)cc1